# 1
DFT (ωB97M-V with the def2-TZVPD basis set) results for a structure of composition C4H8O3Pt.

Last column: natural (NBO) charge in e.
CARTESIAN COORDINATES (ANGSTROEM)
O 0.63 -0.74 -1.14  -0.625
O 2.40 -0.45 -2.49  -0.410
C 1.22 -0.33 -2.32  0.758
O 1.26 1.77 -0.73  -0.552
C 2.34 2.58 -1.06  -0.295
C -0.44 -1.74 -1.20  -0.075
C -1.11 -1.76 0.15  -0.692
H 3.33 2.16 -0.79  0.213
H 2.36 2.67 -2.16  0.216
H 2.22 3.59 -0.66  0.233
H -1.14 -1.46 -2.00  0.226
H 0.06 -2.68 -1.44  0.228
H -1.58 -0.80 0.40  0.231
H -1.91 -2.52 0.13  0.288
H -0.41 -2.04 0.95  0.231
Pt 0.76 0.53 0.20  1.024

E = -501.6386 a.u.
Multiplicity = 4
Net charge = +1
Orbital gap (spin up / spin down) = 8.5 / 7.3 eV
M = 299.18 g/mol



# 2
DFT (ωB97M-V with the def2-TZVPD basis set) results for a cluster of 2 separate species, C4H8O3S in total.

Last column: natural (NBO) charge in e.
CARTESIAN COORDINATES (ANGSTROEM)
C 3.11 -0.13 0.51  -0.383
C 2.58 0.80 1.30  -0.421
C -1.36 -1.75 -2.28  -0.739
C -2.23 -1.44 -1.11  0.450
O 0.21 0.89 0.93  -0.941
O 1.17 1.80 3.19  -0.934
O -1.81 -1.13 0.02  -0.565
S 1.04 0.67 2.31  1.496
H 3.92 0.14 -0.14  0.208
H 2.74 -1.17 0.49  0.201
H 2.98 1.89 1.22  0.230
H -0.29 -1.96 -1.87  0.244
H -1.29 -0.96 -3.03  0.255
H -1.76 -2.67 -2.84  0.240
H -3.36 -1.49 -1.29  0.120
H -0.71 0.55 0.76  0.538

E = -781.0205 a.u.
Orbital gap = 9.6 eV
M = 136.17 g/mol



# 3
DFT (ωB97M-V with the def2-TZVPD basis set) results for a cluster of 2 separate species, C4H8O3S in total.

Last column: natural (NBO) charge in e.
CARTESIAN COORDINATES (ANGSTROEM)
C -4.47 0.17 -0.15  0.236
C 0.63 1.16 1.07  -0.429
C 1.49 -0.47 -0.65  -0.649
C 0.86 -0.08 0.64  -0.183
O -5.32 0.49 0.66  -0.453
O -2.58 -0.18 -1.52  -0.927
O -2.57 -1.30 0.82  -0.886
S -2.65 0.05 0.23  1.361
H -4.55 -0.32 -1.11  0.167
H -1.77 0.09 -1.98  0.504
H -0.14 1.21 1.83  0.205
H 1.06 2.07 0.55  0.199
H 2.02 -1.36 -0.59  0.224
H 2.20 0.31 -1.08  0.213
H 0.66 -0.31 -1.46  0.208
H 0.34 -0.93 1.20  0.209

E = -780.9960 a.u.
Orbital gap = 9.5 eV
M = 136.17 g/mol



# 4
DFT (ωB97M-V with the def2-TZVPD basis set) results for a structure of composition C4H8O3Sn.

Last column: natural (NBO) charge in e.
CARTESIAN COORDINATES (ANGSTROEM)
C -0.92 1.66 -1.10  -0.294
H -0.32 1.42 -1.99  0.211
H -1.44 2.60 -1.37  0.183
H -1.81 1.13 -0.70  0.203
O 0.05 2.13 0.03  -0.609
C -0.33 1.77 1.37  -0.584
H 0.41 2.24 2.04  0.213
H -1.36 2.12 1.58  0.191
O 1.59 -1.36 1.27  -0.589
C 1.46 -2.21 0.39  0.436
C 0.35 -2.11 -0.60  -0.171
O -0.56 -1.15 -0.24  -0.888
Sn -0.14 -0.26 1.36  1.127
H 2.28 -2.93 0.21  0.164
H -0.08 -3.13 -0.68  0.205
H 0.84 -1.93 -1.58  0.202

E = -597.0446 a.u.
Orbital gap (spin up / spin down) = 5.5 / 5.5 eV
M = 222.82 g/mol



# 5
DFT (ωB97M-V with the def2-TZVPD basis set) results for the molecule C4H8O4.

Last column: natural (NBO) charge in e.
CARTESIAN COORDINATES (ANGSTROEM)
C -0.03 -1.66 0.37  -0.646
C 0.38 -0.42 -0.34  0.230
C 0.47 -0.50 -1.82  -0.654
O 1.51 0.38 0.53  -0.505
C 0.27 0.94 0.30  0.702
O 0.15 2.07 -0.53  -0.703
O -0.64 0.90 1.42  -0.379
O -1.55 1.79 2.08  -0.408
H -1.00 -2.02 0.01  0.227
H -0.15 -1.50 1.45  0.242
H 0.74 -2.43 0.26  0.223
H 0.92 -1.44 -2.15  0.217
H 1.02 0.35 -2.24  0.249
H -0.54 -0.45 -2.24  0.237
H 0.09 2.84 0.05  0.489
H -1.64 1.17 2.84  0.479

E = -457.9952 a.u.
SMILES string = CC1(C)O[C@]1(O)OO
Orbital gap = 10.1 eV
M = 120.10 g/mol



# 6
DFT (ωB97M-V with the def2-TZVPD basis set) results for the molecule C4H8O4.

Last column: natural (NBO) charge in e.
CARTESIAN COORDINATES (ANGSTROEM)
C 1.55 0.81 -0.69  -0.642
C 1.27 -0.82 -0.75  0.413
O 1.97 -1.52 0.19  -0.690
O 0.04 -0.72 -0.23  -0.652
C -0.88 -0.65 0.89  0.795
O -0.73 -1.33 1.82  -0.534
C -1.96 0.34 0.67  -0.177
O -2.05 1.29 -0.29  -0.675
H 1.72 1.01 0.38  0.196
H 0.75 1.46 -1.01  0.220
H 2.55 1.07 -1.23  0.198
H 1.15 -1.26 -1.83  0.182
H 1.65 -1.09 0.98  0.473
H -2.15 0.79 1.70  0.223
H -2.86 -0.32 0.53  0.196
H -2.02 0.94 -1.11  0.473

E = -458.0719 a.u.
SMILES string = C[C@@H](O)OC(=O)CO
Orbital gap = 10.5 eV
M = 120.10 g/mol



# 7
DFT (ωB97M-V with the def2-TZVPD basis set) results for a cluster of 2 separate species, C4H8O4 in total.

Last column: natural (NBO) charge in e.
CARTESIAN COORDINATES (ANGSTROEM)
C 2.43 1.76 0.91  -0.731
C 2.11 0.26 0.82  0.794
O 2.47 -0.51 1.67  -0.591
O 1.24 0.04 -0.16  -0.667
H 3.36 1.85 1.49  0.234
H 1.64 2.33 1.42  0.242
H 2.60 2.21 -0.09  0.228
H 1.03 -0.93 -0.13  0.491
C -1.80 -1.71 -0.37  -0.727
C -2.60 -0.51 -0.86  0.797
O -3.80 -0.34 -0.72  -0.580
O -1.76 0.40 -1.39  -0.708
H -2.45 -2.46 0.11  0.243
H -1.06 -1.37 0.37  0.230
H -1.27 -2.20 -1.20  0.235
H -2.14 1.19 -1.87  0.508

E = -458.2003 a.u.
SMILES string = CC(=O)O.CC(=O)O
Orbital gap = 11.1 eV
M = 120.10 g/mol



# 8
DFT (ωB97M-V with the def2-TZVPD basis set) results for a structure of composition C4H8O4.

Last column: natural (NBO) charge in e.
CARTESIAN COORDINATES (ANGSTROEM)
C 1.57 2.34 -0.21  -0.718
C 1.01 0.96 -0.50  0.798
O 0.12 0.56 0.39  -0.757
O 1.35 0.30 -1.48  -0.647
H 0.22 -0.72 1.21  0.536
H 1.94 2.39 0.82  0.227
H 0.76 3.07 -0.30  0.232
H 2.36 2.58 -0.91  0.227
C -1.04 -0.90 -0.39  0.260
C -2.32 -0.65 -0.36  -0.590
O -0.38 -1.55 1.23  -0.373
O 0.49 -2.67 0.99  -0.412
H -0.04 -3.38 1.39  0.475
H -0.32 -1.27 -1.09  0.245
H -2.84 -0.24 0.49  0.243
H -2.87 -0.82 -1.28  0.254

E = -457.9508 a.u.
Orbital gap = 9.6 eV
M = 120.10 g/mol



# 9
DFT (ωB97M-V with the def2-TZVPD basis set) results for the molecule C4H8O4.

Last column: natural (NBO) charge in e.
CARTESIAN COORDINATES (ANGSTROEM)
C 2.49 0.11 -0.39  -0.398
C 1.49 0.04 0.48  -0.218
C -0.11 -0.48 0.04  0.491
O 0.01 -1.59 -0.82  -0.732
O -0.75 -0.89 1.26  -0.740
C -1.10 0.56 -0.44  0.328
O -1.48 1.28 0.66  -0.746
O -2.26 0.03 -1.01  -0.714
H 3.49 0.63 -0.16  0.205
H 2.43 -0.36 -1.36  0.204
H 1.65 0.31 1.44  0.183
H 0.42 -2.43 -0.52  0.507
H -0.71 -0.09 1.86  0.491
H -0.67 1.25 -1.18  0.153
H -2.08 2.08 0.40  0.500
H -2.82 -0.44 -0.27  0.486

E = -458.0865 a.u.
SMILES string = C=CC(O)(O)C(O)O
Orbital gap = 10.3 eV
M = 120.10 g/mol



# 10
DFT (ωB97M-V with the def2-TZVPD basis set) results for a cluster of 2 separate species, C4H8O4P2 in total.

Last column: natural (NBO) charge in e.
CARTESIAN COORDINATES (ANGSTROEM)
C 0.99 1.13 1.41  -0.615
C 1.34 0.39 -0.98  -0.629
C 0.36 0.83 0.06  -0.268
C -0.73 -0.27 0.12  -0.921
O -3.11 -0.96 -1.53  -1.159
O -1.35 -2.52 -0.33  -1.108
O -0.59 -2.41 2.12  -1.144
O -0.80 -1.02 -2.54  -1.205
P -0.39 -1.80 0.82  1.677
P -1.63 -1.08 -1.30  2.341
H 1.70 0.41 1.84  0.191
H 1.49 2.01 1.35  0.177
H 0.24 1.37 2.14  0.218
H 2.03 -0.40 -0.47  0.174
H 0.89 -0.03 -1.90  0.281
H 2.01 1.23 -1.22  0.149
H -0.15 1.80 -0.36  0.206
H -2.28 1.31 0.76  -0.367

E = -1140.8492 a.u.
Net charge = -2
Orbital gap (spin up / spin down) = 5.3 / 5.9 eV
M = 182.05 g/mol



# 11
DFT (ωB97M-V with the def2-TZVPD basis set) results for the molecule C4H8O4S.

Last column: natural (NBO) charge in e.
CARTESIAN COORDINATES (ANGSTROEM)
O 2.23 -0.15 2.32  -0.532
C 1.92 0.05 1.20  0.965
O 2.83 0.34 0.18  -0.313
O 3.69 -0.80 0.06  -0.403
O 0.65 0.08 0.79  -0.503
C 0.32 0.30 -0.60  -0.056
C -1.11 -0.17 -0.81  -0.436
C -2.16 0.65 -0.04  -0.521
S -2.71 -0.08 1.53  -0.015
H 3.31 -1.24 -0.71  0.457
H 1.00 -0.24 -1.25  0.183
H 0.41 1.37 -0.81  0.185
H -1.17 -1.22 -0.53  0.219
H -1.30 -0.10 -1.88  0.219
H -1.76 1.63 0.22  0.222
H -3.04 0.82 -0.66  0.219
H -3.13 -1.24 1.00  0.109

E = -856.2510 a.u.
SMILES string = O=C(OO)OCCCS
Orbital gap = 9.5 eV
M = 152.17 g/mol



# 12
DFT (ωB97M-V with the def2-TZVPD basis set) results for the molecule C4H8OS.

Last column: natural (NBO) charge in e.
CARTESIAN COORDINATES (ANGSTROEM)
C -0.43 -0.95 -2.02  -0.622
C 0.12 0.15 -1.14  -0.046
O 0.03 -0.27 0.17  -0.545
C 0.28 0.61 1.20  -0.137
C 0.05 0.02 2.57  -0.267
S 0.24 1.06 3.77  0.068
H -0.01 -1.86 -1.66  0.218
H -1.52 -1.00 -1.96  0.210
H -0.20 -0.84 -3.09  0.213
H 1.12 0.41 -1.46  0.159
H -0.43 1.19 -1.22  0.150
H -0.33 1.59 1.14  0.190
H 1.30 0.92 1.10  0.192
H -0.23 -1.04 2.59  0.216

E = -630.5719 a.u.
SMILES string = CCOCC=S
Orbital gap = 8.6 eV
M = 104.17 g/mol



# 13
DFT (ωB97M-V with the def2-TZVPD basis set) results for a cluster of 2 separate species, C4H8OS in total.

Last column: natural (NBO) charge in e.
CARTESIAN COORDINATES (ANGSTROEM)
C 1.39 -0.89 -0.75  -0.561
C 0.13 -0.24 -0.80  -0.261
C -0.35 0.29 0.54  -0.176
C -2.01 0.60 0.65  -0.126
H 3.84 -0.90 -1.31  0.102
H 1.60 -1.46 0.04  0.221
H 1.44 -1.52 -1.64  0.236
H -0.64 -0.25 -1.83  0.251
H 0.48 0.51 1.89  0.239
H -2.60 -0.33 0.66  0.195
H -2.32 1.10 -0.24  0.183
H -1.61 1.88 1.91  0.458
O -2.33 1.27 2.02  -0.702
S 2.98 -0.05 -1.14  -0.057

E = -630.3912 a.u.
Orbital gap = 9.2 eV
M = 104.17 g/mol



# 14
DFT (ωB97M-V with the def2-TZVPD basis set) results for the molecule C4H8OS.

Last column: natural (NBO) charge in e.
CARTESIAN COORDINATES (ANGSTROEM)
C -1.23 -1.16 2.69  -0.245
O -0.07 -0.65 2.06  -0.516
C -0.18 0.13 1.00  0.161
C 0.69 0.06 0.00  -0.465
S 0.44 1.07 -1.44  0.199
C 0.25 -0.17 -2.75  -0.724
H -1.71 -1.95 2.12  0.178
H -0.94 -1.58 3.63  0.197
H -1.96 -0.36 2.93  0.173
H -1.06 0.83 1.09  0.173
H 1.50 -0.67 0.08  0.222
H 1.09 -0.75 -2.86  0.206
H 0.01 0.30 -3.69  0.229
H -0.57 -0.80 -2.47  0.211

E = -630.5773 a.u.
SMILES string = CO/C=C/SC
Orbital gap = 9.1 eV
M = 104.17 g/mol



# 15
DFT (ωB97M-V with the def2-TZVPD basis set) results for a structure of composition C4H8OS.

Last column: natural (NBO) charge in e.
CARTESIAN COORDINATES (ANGSTROEM)
C -0.84 1.54 0.36  -0.668
C -0.12 0.86 -0.93  -0.041
C -0.32 -1.28 -0.06  -0.103
C 1.11 -1.27 0.23  -0.542
H -0.17 2.57 -0.10  0.216
H -2.00 1.49 0.44  0.241
H -0.15 1.12 1.53  0.208
H -0.32 1.68 -1.73  0.238
H -0.88 -0.98 0.96  0.176
H -0.38 -2.30 -0.40  0.213
H 1.67 -2.05 -0.21  0.211
H 1.56 -1.38 1.26  0.237
O -0.79 -0.40 -1.03  -0.528
S 1.64 0.40 -0.32  0.140

E = -630.4664 a.u.
Orbital gap = 9.5 eV
M = 104.17 g/mol



# 16
DFT (ωB97M-V with the def2-TZVPD basis set) results for the molecule C4H8OS.

Last column: natural (NBO) charge in e.
CARTESIAN COORDINATES (ANGSTROEM)
C 0.46 -2.70 1.05  -0.423
C 0.16 -1.45 0.63  -0.365
S -1.42 -1.08 0.02  0.263
C -1.15 0.63 -0.33  -0.220
O -0.19 0.87 -1.33  -0.535
C 0.62 1.95 -0.87  -0.261
H 1.45 -2.90 1.47  0.209
H -0.34 -3.42 1.11  0.201
H 0.86 -0.65 0.61  0.208
H -2.12 1.01 -0.64  0.200
H -0.89 1.06 0.60  0.182
H 1.26 2.20 -1.76  0.204
H 0.04 2.83 -0.64  0.173
H 1.25 1.66 0.08  0.165

E = -630.5674 a.u.
SMILES string = C=CSCOC
Orbital gap = 9.2 eV
M = 104.17 g/mol



# 17
DFT (ωB97M-V with the def2-TZVPD basis set) results for a structure of composition C4H8S.

Last column: natural (NBO) charge in e.
CARTESIAN COORDINATES (ANGSTROEM)
C -0.38 0.41 -0.53  -0.326
C 0.35 0.55 0.72  -0.336
C -1.96 -0.67 -0.59  -0.587
C 1.80 0.68 0.65  -0.614
S -0.59 1.97 0.19  0.122
H 0.13 0.40 -1.54  0.227
H 0.16 0.14 1.70  0.232
H -2.06 -0.92 -1.62  0.197
H -2.66 0.12 -0.30  0.226
H -1.80 -1.62 -0.13  0.209
H 2.03 1.19 1.65  0.214
H 2.02 1.38 -0.22  0.221
H 2.20 -0.37 0.62  0.216

E = -555.3003 a.u.
Orbital gap = 9.6 eV
M = 88.17 g/mol



# 18
DFT (ωB97M-V with the def2-TZVPD basis set) results for a cluster of 2 separate species, C4H8S in total.

Last column: natural (NBO) charge in e.
CARTESIAN COORDINATES (ANGSTROEM)
C -0.62 0.57 -0.36  -0.336
C 0.24 -0.26 0.56  -0.201
C -1.25 -0.09 -1.62  -0.621
C 1.52 0.14 1.29  -0.653
S -1.32 0.12 1.27  0.109
H -0.25 1.62 -0.25  0.236
H 0.41 -1.92 0.48  0.132
H -0.93 0.48 -2.53  0.220
H -2.31 0.03 -1.38  0.229
H -0.99 -1.12 -1.73  0.229
H 1.50 1.03 1.85  0.218
H 2.20 0.11 0.50  0.213
H 1.80 -0.71 1.93  0.223

E = -555.2683 a.u.
Orbital gap = 9.1 eV
M = 88.17 g/mol



# 19
DFT (ωB97M-V with the def2-TZVPD basis set) results for the molecule C4H8S.

Last column: natural (NBO) charge in e.
CARTESIAN COORDINATES (ANGSTROEM)
C 0.42 -1.42 1.38  -0.677
C -0.74 -0.54 1.11  -0.144
C -1.05 -0.04 -0.11  -0.431
S -0.35 -0.17 -1.63  0.255
C 0.54 1.45 -1.77  -0.732
H 0.29 -2.49 1.29  0.230
H 1.38 -1.16 0.90  0.229
H 0.53 -1.33 2.49  0.214
H -1.46 -0.35 1.95  0.208
H -1.95 0.72 -0.01  0.196
H 1.04 1.30 -2.77  0.225
H 1.29 1.66 -0.98  0.217
H 0.05 2.36 -1.86  0.211

E = -555.3354 a.u.
SMILES string = C/C=C\SC
Orbital gap = 9.5 eV
M = 88.18 g/mol



# 20
DFT (ωB97M-V with the def2-TZVPD basis set) results for the molecule C4H8S.

Last column: natural (NBO) charge in e.
CARTESIAN COORDINATES (ANGSTROEM)
C 0.41 -0.65 -0.63  -0.428
C -1.05 -0.16 -0.31  -0.397
C -0.58 1.38 0.12  -0.547
S 0.92 1.07 1.17  0.175
C 1.06 -0.74 0.77  -0.505
H 0.19 -1.56 -1.36  0.208
H 0.86 0.00 -1.28  0.205
H -1.49 -0.59 0.64  0.222
H -1.74 -0.17 -1.22  0.220
H -0.41 2.00 -0.81  0.211
H -1.18 2.12 0.95  0.228
H 2.02 -0.74 0.67  0.186
H 0.99 -1.95 1.30  0.222

E = -555.2677 a.u.
SMILES string = C1CCSC1
Orbital gap = 9.4 eV
M = 88.18 g/mol